No. 1
47
Properties=species:S:1:pos:R:3 method="wB97M-V/def2-TZVPD" charge=+1 orbital_gap_ev=9.62 relative_energy_ev=0.000 largest_force_ev_per_a=2.7 smiles=C[N@H+]1CCC[C@H](C[C@H]2Oc3ccccc3Sc3ccccc32)C1
C -1.0982 -0.3275 -3.0427
N 0.1087 -0.2982 -2.1796
C 1.0545 -1.3665 -2.5106
C 2.1205 -1.4393 -1.4015
C 2.8397 -0.0950 -1.2471
C 1.9352 1.1480 -1.4051
C 1.5558 1.7439 -0.0279
C 0.3499 1.1918 0.7872
O -0.7798 1.2715 -0.0422
C -1.9791 1.1885 0.6030
C -2.7281 2.3081 1.0337
C -3.9916 2.1651 1.6294
C -4.4530 0.8648 1.9239
C -3.6842 -0.2512 1.5795
C -2.4794 -0.1121 0.9124
S -1.5902 -1.4751 0.3049
C -0.1610 -1.3582 1.3260
C 0.1914 -2.5233 2.0266
C 1.2396 -2.5248 2.9682
C 1.9395 -1.3386 3.1691
C 1.6408 -0.2236 2.4094
C 0.6259 -0.1776 1.4197
C 0.7770 0.9861 -2.3849
H -1.6153 0.6456 -2.9110
H -1.7636 -1.1332 -2.7560
H -0.8697 -0.4413 -4.1044
H -0.1946 -0.3624 -1.1828
H 1.5485 -1.2207 -3.4840
H 0.5688 -2.3722 -2.5312
H 1.6992 -1.7503 -0.4718
H 2.8344 -2.1914 -1.7035
H 3.6562 -0.0054 -1.9864
H 3.3560 -0.1025 -0.2423
H 2.5884 1.9471 -1.8637
H 1.3140 2.7828 -0.2216
H 2.4345 1.7491 0.6332
H 0.1510 1.8934 1.6294
H -2.3144 3.3043 0.9063
H -4.5684 3.0141 1.9853
H -5.4459 0.7345 2.4471
H -4.0447 -1.2592 1.7064
H -0.4501 -3.3938 1.9648
H 1.5306 -3.4028 3.5139
H 2.7149 -1.2716 3.9126
H 2.2466 0.6188 2.6097
H 0.0674 1.8191 -2.2893
H 1.1222 1.0413 -3.4118

=====

No. 2
27
Properties=species:S:1:pos:R:3 method="wB97M-V/def2-TZVPD" charge=0 orbital_gap_ev=8.78 relative_energy_ev=0.471 largest_force_ev_per_a=1.8 smiles=Cc1c[nH]c2ccccc12.CC
C 0.7576 -0.4442 2.8821
C 1.3839 0.1134 1.6546
C 2.7060 0.0726 1.3519
N 2.9398 0.6568 0.1156
C 1.7517 1.1566 -0.3563
C 1.4542 1.8191 -1.5654
C 0.1535 2.2043 -1.7283
C -0.8732 1.8220 -0.8349
C -0.5893 1.1293 0.3180
C 0.7528 0.7817 0.5420
H 0.8677 -1.5221 2.9546
H -0.2967 -0.1924 2.9786
H 1.2761 -0.0981 3.7663
H 3.5548 -0.2838 1.9139
H 3.8623 0.8605 -0.2216
H 2.3270 2.0612 -2.1572
H -0.1321 2.8974 -2.5105
H -1.8757 1.9884 -1.2021
H -1.3681 0.7754 0.9815
C -2.9136 -1.9532 -0.6413
C -1.6852 -2.0131 -1.5569
H -3.7971 -1.7693 -1.2469
H -3.0331 -2.8895 -0.0964
H -2.9164 -1.2042 0.1499
H -0.7235 -1.9856 -1.0611
H -1.7520 -1.1524 -2.1664
H -1.8315 -2.8310 -2.2635

=====

No. 3
9
Properties=species:S:1:pos:R:3 method="wB97M-V/def2-TZVPD" charge=0 orbital_gap_ev=10.05 relative_energy_ev=3.864 largest_force_ev_per_a=2.1 smiles=C1[C@]23C[C@]12S3
C 0.3627 0.6359 0.8244
C 0.2835 -0.7462 0.3178
C -0.1111 -0.2908 -1.0923
C -0.8678 0.3022 0.0186
S -1.3654 -1.0993 0.9126
H 1.2574 1.1377 0.3922
H 0.2699 0.5577 1.8969
H -0.3121 -0.9937 -1.8403
H 0.4830 0.4965 -1.4300

=====

No. 4
56
Properties=species:S:1:pos:R:3 method="wB97M-V/def2-TZVPD" multiplicity=5 charge=+2 orbital_gap_ev="8.19 / 7.86" relative_energy_ev=1.910 largest_force_ev_per_a=5.2
P -0.4428 1.5321 -5.3327
P -3.7311 0.9873 -3.0693
C -2.1186 0.9209 -5.4708
C -3.1344 1.7127 -4.6676
H -1.9539 -0.3818 -5.0429
H -2.4215 0.9026 -6.5365
H -2.7438 2.7112 -4.4142
H -4.0446 1.8450 -5.2816
C -5.3421 0.3378 -3.6274
H -5.9320 0.0173 -2.7629
H -5.2066 -0.5247 -4.2960
H -5.9053 1.1022 -4.1750
C -3.9232 2.2001 -1.7593
H -4.8685 2.7402 -1.8986
H -3.1122 2.9447 -1.7750
H -3.9315 1.7400 -0.7634
C 0.2489 0.7097 -6.8215
H 1.3417 0.7571 -6.8362
H -0.1176 1.2108 -7.7278
H -0.0432 -0.3429 -6.8927
C -0.2603 3.2605 -5.7868
H -1.1145 3.8600 -5.4549
H -0.1999 3.3474 -6.8823
H 0.6603 3.6848 -5.3703
Pd -1.2718 2.9311 0.2805
C -2.8549 -0.8020 -3.1511
C -2.3053 -1.3739 -4.4073
C -1.2774 -2.4733 -4.1852
C 0.1630 -2.0979 -3.6797
C 0.7013 -0.8365 -4.1233
C 0.2256 0.5086 -3.9197
C -0.7689 0.7886 -2.6840
C -1.6639 -0.3325 -2.1933
C 0.6110 2.9466 0.0186
H -3.5012 -1.4881 -2.5643
H -3.1131 -1.8012 -5.0130
H -1.1439 -3.0358 -5.1209
H -1.6409 -3.2031 -3.4488
H 0.2784 -2.1890 -2.5817
H 0.8668 -2.8713 -4.0482
H 1.7336 -0.8474 -4.4741
H 1.1258 1.1374 -3.6899
H -1.4378 1.6275 -2.9417
H -0.2118 1.2449 -1.8332
H -1.0637 -1.1665 -1.8309
H -2.0911 0.0455 -1.2418
H 0.8681 3.1762 1.0875
H 0.8070 3.7591 -0.6895
H 0.9386 1.9414 -0.2833
F -0.9214 -1.5623 2.0943
C -2.1089 -1.0265 1.7203
F -2.6116 -1.8065 0.7066
F -2.9686 -1.1066 2.7659
C -1.8963 0.4702 1.1613
O -0.7545 0.6684 0.6696
O -2.8090 1.3559 1.1424

=====

No. 5
20
Properties=species:S:1:pos:R:3 method="wB97M-V/def2-TZVPD" multiplicity=2 charge=+1 orbital_gap_ev="10.50 / 5.85" relative_energy_ev=2.273 largest_force_ev_per_a=3.3
C 0.0303 1.0332 -0.7690
C 1.5373 1.1629 -0.4248
C 2.2085 0.2833 0.7951
N 1.0380 0.1836 1.8030
N -0.4549 -0.3567 -0.6755
C -1.9206 -0.7436 -0.9622
N -2.3774 -1.6814 0.0403
H -0.7568 1.6625 -0.2250
H 0.0046 1.2547 -1.8007
H 2.2297 1.1611 -1.3516
H 1.5259 2.2750 -0.1698
H 2.3436 -0.6700 0.2985
H 3.2259 0.5546 1.2354
H 0.1750 -0.4610 1.5690
H 1.2774 -0.1656 2.7444
H 0.0129 -0.9722 0.0206
H -1.8208 -1.2847 -1.9032
H -2.6694 0.0816 -0.9225
H -2.3209 -1.2847 0.9531
H -3.2883 -2.0327 -0.2552

=====

What is the charge in the third record?
0

=====

Among the records above, which one has the highest charge?
C17H31F3O2P2Pd